(1)
Computed, not measured: C6H6N2 as an isolated structure in a non-equilibrium geometry, with ωB97M-V with the def2-TZVPD basis set.

Kohn-Sham gap   9.5 eV
M   106.1 g/mol
LUMO level   0.4066 eV
Energy relative to the best compared isomer or geometry (same formula, charge and spin)   158.60 kcal/mol
HOMO level   -9.14 eV

The geometry in ORCA input format:
```
! RIJCOSX wB97M-V def2-TZVPD def2/J DEFGRID3
* xyz 0 1
C 4.100 -0.483 -0.082
C 3.006 0.088 0.141
C 1.651 0.618 0.200
C -0.706 0.454 -0.232
C -1.656 -0.450 0.235
C -3.113 -0.072 0.204
H 5.351 -0.808 0.402
H 1.804 1.481 -0.674
H 1.499 1.247 1.150
H 0.393 -1.343 -0.242
H -1.376 1.556 -0.323
H -1.490 -1.531 0.105
N 0.582 -0.179 -0.410
N -4.278 -0.039 -0.049
*
```


(2)
Computed, not measured: C35H57NO5PSn as an isolated structure in a non-equilibrium geometry, with ωB97M-V with the def2-TZVPD basis set.

Kohn-Sham gap (alpha / beta)   5.6 / 4.9 eV
M   721.5 g/mol
LUMO level (alpha / beta)   2.0745 / 2.0745 eV
HOMO level (alpha / beta)   -3.49 / -2.82 eV

The geometry in ORCA input format:
```
! RIJCOSX wB97M-V def2-TZVPD def2/J DEFGRID3
* xyz -1 1
C -0.132 -0.202 -6.040
C -0.671 -1.240 -4.991
C -0.299 1.223 -5.451
C -1.462 1.055 -4.484
H -0.501 1.923 -6.267
H 0.626 1.512 -4.924
C -1.212 -0.360 -3.912
H 0.136 -1.918 -4.670
H -1.515 -1.799 -5.420
C -0.179 -0.074 -2.780
H -2.127 -0.738 -3.421
H -2.403 1.030 -5.041
C -1.525 1.979 -3.236
C 1.315 -0.388 -6.430
C -0.803 -0.360 -7.375
O -1.578 0.602 -7.807
O 2.137 -1.124 -5.867
O 1.619 0.340 -7.523
O -0.603 -1.414 -8.165
C 0.002 -2.662 -7.734
H -0.128 -2.887 -6.661
H 1.071 -2.657 -8.005
H -0.524 -3.413 -8.339
C 2.982 0.200 -7.941
H 3.652 0.626 -7.182
H 3.038 0.754 -8.876
H 3.226 -0.860 -8.090
O -0.883 1.051 -2.167
H 0.857 0.154 -3.208
H -0.015 -1.039 -2.178
C -2.927 2.302 -2.881
C -0.578 3.156 -3.254
H -0.349 3.574 -4.256
H 0.373 2.855 -2.781
H -1.010 3.967 -2.662
H -2.939 2.600 -1.829
H -3.585 1.443 -3.037
H -3.366 3.146 -3.453
Sn -0.241 0.592 0.585
C -2.068 -1.327 1.374
C -2.825 -1.547 0.169
C -2.009 -2.218 -0.768
H -3.871 -1.293 0.008
C -0.735 -2.412 -0.157
C -0.734 -1.879 1.107
H 0.013 -2.009 1.894
H -2.428 -0.909 2.263
H -2.315 -2.609 -1.761
H 0.131 -2.980 -0.635
C 2.447 1.202 0.553
C 2.516 0.055 1.381
C 2.583 -1.107 0.554
H 2.591 0.037 2.495
C 2.576 -0.656 -0.846
C 2.504 0.797 -0.794
H 2.546 1.441 -1.709
H 2.457 2.269 0.912
H 2.705 -2.130 0.851
H 2.677 -1.267 -1.708
C -2.749 1.828 2.955
C -1.492 2.236 3.698
C -1.005 3.594 3.170
C -1.798 2.370 5.174
P 0.115 0.158 4.342
N -0.403 1.306 3.376
C 1.545 0.836 5.457
C 0.974 0.832 6.914
C 2.766 -0.097 5.317
C 1.931 2.255 5.012
C 0.133 -3.311 4.665
C -1.107 -3.763 3.987
C 1.418 -3.341 3.918
C 0.063 -2.904 6.083
H -3.509 2.599 3.102
H -3.124 0.893 3.366
H -2.589 1.705 1.878
H -1.760 4.360 3.421
H -0.048 3.883 3.645
H -0.851 3.581 2.073
H -2.163 1.438 5.589
H -0.946 2.715 5.756
H -2.582 3.119 5.271
H 1.536 0.124 7.547
H 1.079 1.839 7.353
H -0.098 0.551 6.947
H 3.189 -0.051 4.302
H 3.534 0.255 6.023
H 2.527 -1.146 5.554
H 2.143 2.291 3.934
H 1.148 2.985 5.256
H 2.841 2.538 5.562
H -0.964 -3.824 2.893
H -1.421 -4.759 4.351
H -1.935 -3.064 4.191
H 2.272 -3.647 4.561
H 1.345 -4.051 3.062
H 1.665 -2.340 3.495
H 1.000 -2.474 6.436
H -0.737 -2.169 6.211
H -0.181 -3.757 6.723
*
```